11
Properties=species:S:1:pos:R:3:nbo_charge:R:1 method="wB97M-V/def2-TZVPD" largest_force_ev_per_a=12.30 de_lowest_kcal_mol=85.2 energy_ha=-397.3968 e_homo_ev=-9.0
O -1.77130 -1.19347 0.01790 -0.421
O -3.19197 0.52732 0.04025 -0.546
N 1.57003 0.10074 -0.00772 -0.468
C 0.86338 -1.00989 -0.07043 -0.121
C -2.03109 0.04502 -0.14130 0.782
C -0.66398 0.56069 -0.24659 -0.294
C -0.44146 -0.73247 -0.05772 0.212
C 0.66877 1.09781 -0.08991 -0.009
H 1.61836 -1.82028 -0.05566 0.219
H 2.47013 0.24916 0.22955 0.420
H 0.90913 2.17537 0.38164 0.227